# 1
ORCA calculation (ωB97M-V with the def2-TZVPD basis set) on 9 unconnected molecules or ions with the total composition C34H56N2O21 at a distorted geometry.

- gap between HOMO and LUMO (eV) = 9.4
- relative energy (zero: lowest compared OMol25 entry of this formula, charge and spin) (kJ/mol) = 386.5
- SMILES = C[C@H]1COC(=O)O1.C[C@H]1COC(=O)O1.C[C@H]1COC(=O)O1.C[C@H]1COC(=O)O1.C[C@H]1COC(=O)O1.COC(=O)OC.COC(=O)OC.CCCC#N.CCCC#N
- 2S+1 = 1
- E_LUMO (eV) = -0.34
- HOMO (eV) = -9.7

Cartesian coordinates (Å):
O1 0.093 -3.404 -1.573
O2 -1.042 -2.219 1.109
O3 -5.071 -6.784 -1.444
O4 -3.660 0.278 5.048
O5 0.140 3.333 3.601
O6 2.486 1.908 -2.650
O7 1.053 -1.854 -2.721
O8 -5.400 -0.121 -0.565
O9 -4.584 -5.208 -3.180
O10 -7.294 1.143 -0.618
O11 0.524 1.096 -1.685
O12 -1.166 -1.778 -2.554
O13 -3.460 -5.329 -0.936
O14 -5.569 1.509 -2.013
O15 -5.419 1.481 6.003
O16 -0.259 -4.128 1.531
O17 0.708 3.140 -2.387
O18 -4.942 1.688 3.893
O19 -1.155 2.101 2.046
O20 0.990 -2.201 1.926
O21 -0.201 4.341 1.668
N1 5.514 3.354 4.544
N2 4.254 -2.822 0.426
C1 3.407 3.931 3.177
C2 0.702 -0.825 1.687
C3 -4.480 -0.496 -1.563
C4 3.441 3.093 -4.421
C5 -4.401 -5.693 -1.847
C6 2.214 -2.644 -2.229
C7 1.674 -5.271 -1.663
C8 1.647 4.051 -2.907
C9 -6.149 0.867 -1.055
C10 -0.085 -2.340 -2.299
C11 4.894 0.319 -0.844
C12 4.561 3.619 3.949
C13 -5.949 -7.378 -2.370
C14 0.232 2.160 4.441
C15 -3.528 -1.405 3.376
C16 4.872 -1.939 0.238
C17 -4.110 1.051 2.883
C18 -2.537 -4.219 -1.230
C19 -4.293 0.921 -2.249
C20 -0.123 -2.904 1.540
C21 -3.136 1.604 -1.425
C22 1.762 -0.202 0.926
C23 3.243 2.864 2.066
C24 1.500 -3.747 -1.269
C25 -0.405 3.243 2.443
C26 -0.253 4.231 0.261
C27 5.605 -0.725 -0.064
C28 1.239 1.971 -2.219
C29 -3.277 0.080 3.692
C30 2.884 3.160 -3.030
C31 -4.731 1.188 5.055
C32 -0.582 -0.905 0.825
C33 5.893 1.265 -1.501
C34 3.136 3.463 0.650
H1 2.720 -5.502 -1.722
H2 -0.185 3.188 -0.123
H3 -2.806 -3.204 -0.796
H4 -2.459 -4.158 -2.320
H5 4.409 2.569 -4.466
H6 1.940 -0.679 -0.006
H7 2.980 2.666 -0.091
H8 4.096 2.139 2.202
H9 -6.515 -8.179 -1.898
H10 5.354 2.008 -2.043
H11 4.306 -0.169 -1.676
H12 -3.468 1.945 2.537
H13 -3.523 -1.610 2.244
H14 0.446 4.963 -0.283
H15 2.865 -1.965 -1.740
H16 6.395 1.832 -0.796
H17 -4.779 -1.195 -2.266
H18 5.770 -0.269 0.959
H19 2.669 3.870 3.943
H20 -2.156 1.150 -1.602
H21 -2.185 0.376 3.519
H22 1.306 4.499 -3.878
H23 0.632 -0.211 2.686
H24 4.076 3.843 0.287
H25 -5.349 -7.916 -3.085
H26 -4.677 0.626 2.012
H27 -1.349 -0.167 1.208
H28 -2.596 -2.009 3.580
H29 4.210 0.823 -0.203
H30 6.530 -1.173 -0.605
H31 -4.106 0.928 -3.334
H32 2.050 4.811 -2.237
H33 2.691 2.582 -5.101
H34 -0.720 1.521 4.522
H35 2.742 -0.083 1.462
H36 2.444 4.321 0.655
H37 3.577 4.120 -4.748
H38 0.953 1.371 3.986
H39 -0.411 -0.675 -0.233
H40 -6.437 -6.737 -3.003
H41 0.565 2.369 5.425
H42 3.658 3.516 -2.397
H43 -1.652 -4.495 -0.728
H44 3.256 4.967 2.813
H45 1.425 0.799 0.671
H46 -1.264 4.456 -0.011
H47 2.349 2.270 2.303
H48 1.101 -5.782 -0.866
H49 1.762 -3.505 -0.256
H50 -3.223 1.365 -0.402
H51 6.563 0.762 -2.185
H52 -3.519 -0.818 -1.131
H53 2.708 -3.174 -3.100
H54 -4.447 -1.853 3.753
H55 -3.141 2.660 -1.512
H56 1.009 -5.699 -2.417

---

# 2
ORCA calculation (ωB97M-V with the def2-TZVPD basis set) on a molecular structure, C22H30LaN6O5S2 at a distorted geometry.

- gap between HOMO and LUMO (eV) = 8.6
- relative energy (zero: lowest compared OMol25 entry of this formula, charge and spin) (kJ/mol) = 0.0
- total charge = +1
- 2S+1 = 1
- E_LUMO (eV) = -2.46
- HOMO (eV) = -11.0

Cartesian coordinates (Å):
La1 0.855 0.262 1.946
S1 -2.434 0.869 0.360
S2 0.719 -2.547 3.067
O1 -1.076 0.356 0.328
O2 1.435 2.158 0.418
O3 0.401 2.500 2.393
O4 -0.332 -2.013 2.103
O5 -3.255 0.506 1.486
N1 -0.398 0.544 4.269
N2 1.607 -1.440 3.594
N3 2.703 -0.883 0.527
N4 2.858 -1.602 -1.732
N5 3.060 0.637 -1.224
N6 -2.468 2.519 0.181
C1 -3.184 -1.677 -4.932
C2 -1.675 0.135 4.487
C3 2.907 -1.403 -3.170
C4 -3.116 0.193 -1.114
C5 -1.403 3.318 -0.416
C6 -3.116 0.355 -3.518
C7 -1.659 1.106 6.664
C8 2.634 -3.045 -1.380
C9 -0.294 3.847 0.517
C10 -0.292 1.377 6.491
C11 2.583 0.043 -3.571
C12 -3.321 -1.210 -1.168
C13 0.300 1.114 5.267
C14 2.979 -3.391 0.075
C15 3.381 -2.120 0.888
C16 -2.355 0.520 5.659
C17 2.894 -0.636 -0.775
C18 -3.044 0.986 -2.259
C19 -3.300 -1.813 -2.429
C20 0.579 2.790 1.146
C21 3.333 0.983 -2.595
C22 -3.192 -1.044 -3.592
H1 1.647 -3.399 -1.689
H2 -3.909 -2.518 -4.974
H3 -3.123 2.039 -2.250
H4 -0.731 4.506 1.266
H5 4.459 -1.966 0.669
H6 -3.405 0.304 5.805
H7 2.881 0.181 -4.612
H8 -0.990 2.766 -1.245
H9 3.331 -3.604 -2.042
H10 -3.443 -1.856 -0.293
H11 1.390 1.153 5.088
H12 0.163 2.026 7.214
H13 -1.874 4.226 -0.893
H14 1.518 0.131 -3.399
H15 4.455 0.980 -2.824
H16 3.284 -2.259 1.993
H17 -2.870 0.915 -4.426
H18 -2.210 -0.418 3.683
H19 -3.344 -2.889 -2.567
H20 2.889 1.370 -0.568
H21 -3.485 -0.913 -5.744
H22 2.135 -3.867 0.558
H23 3.798 -4.111 0.048
H24 2.998 1.998 -2.772
H25 3.905 -1.686 -3.496
H26 -2.059 1.343 7.638
H27 -2.232 -2.105 -5.343
H28 -3.066 2.981 0.892
H29 2.201 -2.121 -3.634
H30 0.374 4.498 -0.074

---

# 3
ORCA calculation (ωB97M-V with the def2-TZVPD basis set) on 8 unconnected molecules or ions with the total composition C49H111F6N9O3P2 at a distorted geometry.

- gap between HOMO and LUMO (eV) = 8.6
- relative energy (zero: lowest compared OMol25 entry of this formula, charge and spin) (kJ/mol) = 416.3
- total charge = +6
- 2S+1 = 1
- E_LUMO (eV) = -10.96
- HOMO (eV) = -19.6

Cartesian coordinates (Å):
P1 0.555 -0.433 -16.188
P2 -6.083 -6.921 -17.130
F1 -0.493 -0.190 -17.421
F2 1.836 0.057 -17.092
F3 0.872 -2.016 -16.592
F4 0.365 1.073 -15.678
F5 -0.743 -0.806 -15.371
F6 1.499 -0.659 -14.854
O1 6.415 -4.532 -16.617
O2 5.528 2.871 -15.194
O3 -3.530 3.559 -16.880
N1 4.587 3.658 -17.931
N2 -4.785 0.958 -17.871
N3 1.704 1.990 -23.272
N4 -0.077 -3.462 -12.242
N5 -1.662 6.729 -14.835
N6 -2.400 4.666 -14.240
N7 5.287 -2.004 -15.212
N8 -1.118 -3.476 -10.267
N9 0.996 1.174 -21.277
C1 -7.721 -6.393 -19.481
C2 1.383 0.801 -22.582
C3 7.058 -3.299 -16.668
C4 -8.600 -8.008 -21.170
C5 -6.043 -11.640 -16.446
C6 1.760 -4.648 -13.350
C7 -1.932 -3.951 -9.207
C8 -7.181 -7.470 -14.448
C9 -1.602 8.105 -15.206
C10 -3.330 3.595 -13.746
C11 -4.789 -10.816 -16.210
C12 -6.639 -5.874 -18.534
C13 -7.319 -6.712 -15.793
C14 -5.567 1.197 -19.112
C15 -3.148 2.984 -18.192
C16 -4.620 -4.640 -16.572
C17 -2.621 2.196 -13.600
C18 -8.326 -7.097 -13.516
C19 3.564 3.630 -19.085
C20 2.049 2.087 -24.659
C21 -5.485 1.700 -16.695
C22 1.536 3.096 -22.432
C23 -0.802 -2.120 -10.514
C24 -5.652 -8.720 -17.469
C25 3.484 1.701 -24.968
C26 6.432 -1.508 -14.287
C27 -7.467 -7.776 -20.145
C28 -0.688 5.787 -15.198
C29 -0.211 -2.127 -11.823
C30 -4.720 -0.546 -17.509
C31 3.743 3.449 -16.706
C32 4.523 -3.239 -14.655
C33 -1.173 4.518 -14.838
C34 -0.827 -4.246 -11.397
C35 -5.030 -9.310 -16.207
C36 -3.429 -3.895 -15.947
C37 -2.121 -4.094 -16.732
C38 1.083 2.574 -21.227
C39 5.743 2.659 -18.244
C40 -3.277 1.400 -18.083
C41 -8.039 -5.631 -12.906
C42 0.613 0.259 -20.180
C43 0.393 -3.918 -13.536
C44 -4.486 -6.130 -16.488
C45 -2.668 6.057 -14.171
C46 4.454 3.717 -15.324
C47 4.261 -0.861 -15.254
C48 5.901 -2.235 -16.595
C49 5.139 5.098 -17.930
H1 6.309 -1.258 -16.855
H2 2.914 4.139 -16.859
H3 -5.546 -4.547 -16.004
H4 -0.674 3.581 -15.035
H5 -7.100 -5.671 -12.354
H6 -8.748 -8.984 -21.631
H7 -2.603 8.473 -15.431
H8 4.082 3.912 -20.001
H9 -1.354 -4.194 -8.315
H10 -6.438 -7.945 -20.461
H11 0.629 -2.976 -14.030
H12 -5.986 -12.603 -15.938
H13 -2.041 1.917 -14.481
H14 -5.751 -0.859 -17.677
H15 3.837 1.701 -26.000
H16 -0.992 -5.304 -11.539
H17 1.876 3.057 -25.125
H18 6.868 -0.626 -14.756
H19 -4.297 -1.046 -18.381
H20 -2.179 3.332 -18.551
H21 5.288 1.675 -18.134
H22 7.180 -2.295 -14.193
H23 5.377 -3.881 -14.437
H24 4.283 5.757 -17.790
H25 -5.160 0.663 -19.971
H26 -3.672 -2.848 -15.767
H27 -3.497 6.611 -13.756
H28 1.180 -0.643 -20.412
H29 2.788 4.338 -18.795
H30 -2.569 -4.788 -9.492
H31 -4.278 -6.441 -15.464
H32 -5.612 2.673 -17.169
H33 -6.550 0.785 -18.885
H34 -6.444 1.244 -16.448
H35 5.604 5.196 -18.911
H36 5.653 2.669 -14.264
H37 6.445 2.950 -17.463
H38 -8.567 -7.165 -21.860
H39 3.701 3.580 -14.548
H40 5.922 -1.399 -13.330
H41 -4.351 -0.789 -16.513
H42 -7.917 -4.931 -13.732
H43 0.703 3.122 -20.378
H44 4.996 -2.348 -17.192
H45 4.739 4.762 -15.204
H46 3.368 -1.340 -15.655
H47 -8.765 -5.287 -12.168
H48 -3.618 4.502 -17.039
H49 -5.542 -9.229 -15.249
H50 -7.848 -5.713 -20.323
H51 -1.351 -3.631 -16.115
H52 4.057 -3.004 -13.698
H53 -1.431 8.734 -14.332
H54 -1.079 -1.340 -9.820
H55 -0.910 8.128 -16.048
H56 0.103 -1.344 -12.498
H57 3.649 0.683 -24.614
H58 -4.027 -8.938 -15.999
H59 1.457 1.331 -25.174
H60 -4.822 1.697 -15.829
H61 -3.843 -6.546 -17.264
H62 -8.175 -7.062 -16.369
H63 -9.253 -7.046 -14.086
H64 -3.966 -11.176 -16.828
H65 -6.195 -11.876 -17.499
H66 -3.327 -4.349 -14.961
H67 -5.752 2.218 -19.445
H68 -9.586 -7.691 -20.830
H69 4.677 -0.011 -15.795
H70 -1.941 -5.149 -16.943
H71 -0.451 0.027 -20.145
H72 7.585 -3.182 -17.616
H73 -2.618 1.166 -17.246
H74 -5.008 -8.615 -18.342
H75 -2.616 -3.175 -8.861
H76 1.504 -0.184 -23.009
H77 -5.760 -5.655 -19.139
H78 6.489 -4.955 -17.476
H79 -4.700 -4.358 -17.622
H80 4.184 2.326 -24.414
H81 7.848 -3.201 -15.923
H82 -6.907 -11.229 -15.925
H83 3.145 2.626 -19.153
H84 -3.287 1.346 -13.452
H85 4.081 -0.582 -14.216
H86 3.943 -3.771 -15.408
H87 -8.606 -6.540 -18.863
H88 6.220 2.797 -19.215
H89 -3.879 3.916 -12.861
H90 -0.338 -4.394 -14.190
H91 -2.722 0.824 -18.823
H92 -2.372 -3.514 -17.621
H93 2.183 -4.744 -14.350
H94 -7.493 -8.515 -14.443
H95 -8.426 -7.785 -12.676
H96 0.905 0.783 -19.271
H97 5.873 5.226 -17.134
H98 -6.649 -9.106 -17.686
H99 -6.247 -7.266 -13.924
H100 -6.975 -4.977 -18.013
H101 -7.424 -5.642 -15.615
H102 -4.428 -11.157 -15.240
H103 2.358 -4.013 -12.696
H104 -1.958 2.217 -12.735
H105 -3.831 3.302 -18.979
H106 3.357 2.432 -16.641
H107 -7.636 -8.495 -19.343
H108 1.551 -5.654 -12.987
H109 -4.046 3.599 -14.568
H110 0.209 6.087 -15.720
H111 1.840 4.090 -22.727

---

# 4
ORCA calculation (ωB97M-V with the def2-TZVPD basis set) on 2 unconnected molecules or ions with the total composition C7H10.

- gap between HOMO and LUMO (eV) = 9.8
- relative energy (zero: lowest compared OMol25 entry of this formula, charge and spin) (kJ/mol) = 524.7
- SMILES = C1=C2[C@H]3C[C@H]3[C@H]2C1.[H][H]
- 2S+1 = 1
- E_LUMO (eV) = 1.15
- HOMO (eV) = -8.7

Cartesian coordinates (Å):
C1 0.099 1.630 -0.101
C2 1.292 0.631 -0.107
C3 0.693 -1.371 -0.361
C4 -0.588 0.853 -1.241
C5 0.473 -0.213 -1.011
C6 -1.255 1.014 0.098
C7 1.512 -0.673 0.730
H1 -2.194 -2.395 0.522
H2 -1.740 -2.378 1.110
H3 0.254 -2.364 -0.408
H4 0.224 2.707 -0.023
H5 -1.017 1.220 -2.167
H6 0.967 -0.664 1.682
H7 2.193 1.097 -0.516
H8 -2.070 1.734 0.135
H9 2.550 -0.973 0.918
H10 -1.395 0.146 0.738